Entry i
Entry from the OMol25 dataset: an isolated molecule of C5H6 (the ωB97M-V functional and the def2-TZVPD basis).

Calculated values
* orbital gap: 0.3915 Ha
* lowest unoccupied orbital energy: 0.0447 Ha

Structure (ORCA input):
```
! RIJCOSX wB97M-V def2-TZVPD def2/J DEFGRID3
* xyz 0 1
C 2.49158 -0.28271 -0.11982
C 1.33609 0.00903 -0.29941
C -0.05492 0.33773 -0.51829
C -1.11502 -0.65966 -0.11612
C -0.96076 0.60758 0.66174
H 3.51592 -0.53439 0.04694
H -0.24519 0.93491 -1.40645
H -1.97558 -0.77265 -0.76817
H -0.76442 -1.58054 0.33922
H -1.71051 1.38283 0.52813
H -0.51718 0.55788 1.65223
*
```

---

Entry ii
Entry from the OMol25 dataset: an isolated molecule of C5H6 (the ωB97M-V functional and the def2-TZVPD basis).

Calculated values
* orbital gap: 0.3530 Ha
* lowest unoccupied orbital energy: 0.0348 Ha

Structure (ORCA input):
```
! RIJCOSX wB97M-V def2-TZVPD def2/J DEFGRID3
* xyz 0 1
C -1.04900 1.88503 0.06810
C -0.68956 0.71865 -0.36641
C -0.29186 -0.33987 -1.02584
C 0.47315 -1.28869 -0.22477
C 1.21453 -1.00315 0.84676
H -2.00595 2.05852 0.53706
H -0.41189 2.75605 0.07654
H -0.76697 -0.68781 -1.93332
H 0.61937 -2.24662 -0.71042
H 1.85784 -1.73863 1.30044
H 1.05034 -0.11350 1.43188
*
```

---

Structures ranked by computed energy, the most stable listed first: entry i, entry ii.

---

Entry i
Entry from the OMol25 dataset: C5H6 as an isolated structure (the ωB97M-V functional and the def2-TZVPD basis).

Calculated values
* orbital gap: 0.3289 Ha
* lowest unoccupied orbital energy: 0.0203 Ha

Structure (ORCA input):
```
! RIJCOSX wB97M-V def2-TZVPD def2/J DEFGRID3
* xyz 0 1
C 1.23467 0.21888 0.28603
C 1.49500 0.18879 -1.07896
C 0.09600 0.36135 -1.07173
C -0.85436 -0.59894 -0.41928
C -0.20816 -0.09985 0.87916
H 1.94362 0.64867 0.99865
H -0.32545 1.34318 -1.29657
H -1.91110 -0.37890 -0.59699
H -0.63798 -1.65144 -0.62520
H -0.77123 0.77794 1.24149
H -0.06101 -0.80969 1.68337
*
```

---

Entry ii
Entry from the OMol25 dataset: an isolated molecule of C5H6 (the ωB97M-V functional and the def2-TZVPD basis).

Calculated values
* orbital gap: 0.3863 Ha
* lowest unoccupied orbital energy: 0.0446 Ha

Structure (ORCA input):
```
! RIJCOSX wB97M-V def2-TZVPD def2/J DEFGRID3
* xyz 0 1
C 0.55437 0.34188 -2.31201
C 0.29918 0.51162 -1.15748
C 0.10302 0.59223 0.26845
C -1.02475 -0.23891 0.85183
C 0.34942 -0.69772 0.99205
H 0.99099 0.34998 -3.29445
H 0.37782 1.63230 0.48928
H -1.44037 0.30716 1.70206
H -1.81995 -0.58289 0.12912
H 0.70180 -1.46984 0.31259
H 0.90847 -0.74581 2.01856
*
```

---

Structures ranked by computed energy, the most stable listed first: entry ii, entry i.